Density functional theory data (ωB97M-V with the def2-TZVPD basis set) for a cluster of 2 separate species, C3H10OSi in total.

Geometry as XYZ:
```
15
Properties=species:S:1:pos:R:3
C -1.58 0.91 0.09
C -1.30 -0.48 -0.38
C 2.20 0.58 -0.32
O 3.27 -0.05 0.40
Si 0.29 -1.31 0.22
H -2.35 1.34 -0.48
H -1.89 0.86 1.11
H -0.82 1.65 -0.10
H -1.27 -0.44 -1.56
H -2.22 -1.04 -0.07
H 2.24 1.74 -0.34
H 2.42 0.28 -1.32
H 3.35 0.40 1.26
H 0.68 -2.44 -0.77
H 0.57 -1.61 1.53
```

The spin multiplicity is 1. Its highest occupied orbital energy is -7.60 eV. For the LUMO energy, the calculation gives 0.5 eV. The energy is -484.88699 Eh. The calculation puts the HOMO-LUMO gap at 8.075 eV. The energy above the lowest of the compared OMol25 structures with the same formula, charge and spin is 97.5 kcal per mole.

***

Density functional theory data (ωB97M-V with the def2-TZVPD basis set) for a cluster of 2 separate species, C5H12NO in total.

Geometry as XYZ:
```
19
Properties=species:S:1:pos:R:3
C 0.40 -2.86 1.86
C 0.70 -1.94 0.63
C 0.08 -0.57 0.88
C -0.13 0.43 -0.13
N -0.16 1.73 0.52
C 0.26 2.84 -0.05
H 0.82 -3.86 1.91
H -0.64 -3.06 1.97
H 0.91 -2.44 2.79
H 0.41 -2.23 -0.39
H 1.80 -1.80 0.55
H -0.59 -0.44 1.78
H -0.34 0.29 -1.25
H -0.43 1.87 1.48
H 1.22 2.68 -0.44
H 0.05 3.65 0.51
H -1.85 0.27 -3.35
H -0.54 0.62 -3.89
O -0.96 0.62 -3.06
```

The spin multiplicity is 1. Its highest occupied orbital energy is -13.32 eV. For the LUMO energy, the calculation gives -5.5 eV. Its charge is +1. The energy is -327.31675 Eh. The calculation puts the HOMO-LUMO gap at 7.798 eV. The energy above the lowest of the compared OMol25 structures with the same formula, charge and spin is 89.6 kcal per mole.